Run i
14
Properties=species:S:1:pos:R:3 method="wB97M-V/def2-TZVPD" homo_energy_ev=-9.3
H -1.21862 -2.49938 1.95853
H 2.57735 1.92761 -0.94706
H -2.43181 -1.98343 0.74708
H 2.00091 0.23905 1.88568
Si -1.14105 0.48716 -0.72585
H -2.23296 1.11839 -0.18301
Si 1.14396 -0.36478 0.87583
H 1.01912 2.38848 -1.85316
H -1.42163 0.36040 -2.31397
C -0.67798 -0.79698 0.62124
C -1.48024 -1.71719 1.12047
H 1.72850 -1.82852 0.47964
C 0.68635 0.90608 -0.49162
C 1.44811 1.76312 -1.17381

=====

Run ii
14
Properties=species:S:1:pos:R:3 method="wB97M-V/def2-TZVPD" homo_energy_ev=-8.8
Si -1.52857 -0.96807 -0.21505
Si 1.09027 1.11638 -0.24758
C 0.90580 -0.72901 -0.04907
C 1.73588 -1.70743 0.23494
C -1.69184 0.84738 0.22209
H -2.67646 1.20753 0.51212
H 1.42992 -2.73607 0.37172
H -1.90493 -1.30319 -1.59177
C -0.65459 1.68501 0.21859
H 1.36870 1.49859 -1.64342
H 2.05548 1.82635 0.60331
H 2.79776 -1.54701 0.36887
H -0.81420 2.72714 0.48216
H -2.11322 -1.91761 0.73308

=====

Energy above the most stable structure, in kcal/mol: run i 20.4; run ii 0.0